1.
C25H23ClO2PTi | ωB97M-V/def2-TZVPD

```
53
Properties=species:S:1:pos:R:3:forces:R:3
C 1.231498 -1.602633 0.385611 -1.029 -1.487 0.303
Ti 0.062969 0.215357 -0.116071 -0.495 1.326 0.099
C 0.309040 -1.387475 1.466689 0.168 -1.444 -0.651
H 1.279831 -2.626376 -7.398532 0.150 0.159 0.243
H 2.866137 -0.283002 -3.299537 -0.107 -0.134 -0.115
C 2.979743 -2.180740 -6.137465 -0.119 0.125 0.268
H -1.934696 -1.466843 1.562977 0.445 0.346 -0.427
O -1.154083 2.978365 2.439469 0.072 -1.193 -0.159
P 0.066429 0.323089 -3.504782 -0.234 0.085 -0.898
C -1.100231 1.761817 2.427817 0.281 1.167 -1.001
C -3.371437 0.257946 -5.847977 0.076 0.051 0.056
C -0.121325 3.084253 -3.693899 0.366 -0.283 -0.607
C -1.554127 -0.081721 -4.281779 -0.174 -0.237 -0.077
H -3.885963 -2.552887 -3.988141 0.052 0.149 -0.155
C 3.414157 -1.524559 -4.977223 -0.053 -0.083 -0.147
C 0.409080 1.938521 -4.328209 -0.064 0.439 0.231
H -0.398492 5.211564 -3.796142 0.113 -0.170 -0.123
H -3.824294 0.852654 -6.644025 0.084 -0.222 0.229
H 1.500002 1.209168 -6.065577 -0.081 0.170 0.191
C 1.234453 3.342065 -6.127029 -0.010 -0.046 0.063
H 3.686779 -2.744060 -6.749401 -0.201 0.191 0.193
C 2.515403 -0.813903 -4.184734 -0.490 -0.202 -0.410
H 0.586095 -1.319119 2.520660 -0.104 0.515 -0.523
C -1.530911 1.007964 3.653718 -0.091 0.181 0.519
H 4.463458 -1.568881 -4.687053 -0.225 0.011 -0.094
H -1.659162 1.559414 -5.704144 -0.106 -0.164 0.178
H 1.773529 3.434673 -7.072212 -0.180 0.013 0.273
C 0.719514 -1.403884 -5.719379 0.404 0.051 0.285
C -4.005948 -0.889037 -5.374606 0.135 -0.055 0.243
H -1.683555 -1.898358 -3.093039 -0.114 0.237 -0.168
C 0.021206 4.335272 -4.288424 0.054 0.025 -0.153
H -0.318083 -1.344716 -6.043301 0.207 -0.025 0.164
C 0.700570 4.471726 -5.507133 -0.066 -0.231 0.244
H 0.818707 5.456080 -5.963553 -0.048 -0.294 0.149
C -2.175245 -1.266762 -3.832591 -0.194 0.521 -0.463
H -2.536112 1.350919 3.914493 0.015 -0.161 -0.200
H -0.657589 2.986676 -2.750254 0.161 0.023 -0.145
H -1.503253 -0.076903 3.632826 0.123 -0.021 -0.225
H -1.794916 -2.022218 -1.096908 0.373 0.222 0.331
C 1.151008 -0.752263 -4.550278 0.454 -0.127 0.109
H -4.971920 -1.191777 -5.782372 0.298 0.084 0.100
O -0.665081 1.087832 1.338937 -0.688 1.485 0.797
H 0.865680 -2.294955 -1.734065 -0.176 0.692 0.320
C 1.091301 2.076334 -5.549746 -0.257 0.318 0.348
C -0.947611 -1.805020 -0.445373 0.892 -0.393 0.757
Cl 1.950239 1.230423 -0.754813 0.736 0.556 -0.221
H 2.310021 -1.675085 0.491179 -0.316 0.287 -0.156
H -0.916921 1.392263 4.475137 0.070 -0.263 -0.111
C 0.463617 -1.895724 -0.796363 -0.525 -0.570 0.973
C -1.021253 -1.503128 0.961126 0.563 -1.280 -0.663
C 1.634349 -2.117319 -6.499854 0.002 0.025 0.080
C -3.402760 -1.653130 -4.364535 0.045 0.155 -0.179
C -2.148247 0.671306 -5.308618 -0.190 -0.526 0.325
```
Forces are in eV/Å.

The LUMO energy (alpha / beta) is 0.0115 / 0.0027 hartree. The calculation puts the total energy at -2768.031345 Ha. For the HOMO energy (alpha / beta), the calculation gives -8.00 / -8.56 eV. The energy relative to the best compared isomer or geometry (same formula, charge and spin) comes out at 13.04 kcal per mole. The value obtained for the HOMO-LUMO gap (alpha / beta) is 8.3101 / 8.6284 eV. As for the spin multiplicity: 2. Its charge is 0.

In the Mulliken picture, each atom carries the following charge in e:
1. C -0.828
2. Ti 0.907
3. C -0.163
4. H 0.389
5. H 0.393
6. C -0.515
7. H 0.422
8. O -0.574
9. P 0.635
10. C 0.375
11. C -0.692
12. C -0.347
13. C -0.050
14. H 0.419
15. C -0.577
16. C 0.183
17. H 0.390
18. H 0.400
19. H 0.263
20. C -0.659
21. H 0.366
22. C -0.219
23. H 0.459
24. C -0.887
25. H 0.404
26. H 0.301
27. H 0.391
28. C 0.040
29. C -0.485
30. H 0.529
31. C -0.633
32. H 0.292
33. C -0.479
34. H 0.373
35. C -0.272
36. H 0.289
37. H 0.318
38. H 0.264
39. H 0.405
40. C -0.030
41. H 0.371
42. O -0.436
43. H 0.601
44. C 0.010
45. C -0.210
46. Cl -0.455
47. H 0.415
48. H 0.282
49. C -0.260
50. C -0.601
51. C -0.571
52. C -0.822
53. C -0.122


2.
C25H23F33I2O10P2S | ωB97M-V/def2-TZVPD

```
96
Properties=species:S:1:pos:R:3:forces:R:3
H 3.225692 -4.229018 -2.316977 0.024 -0.032 0.104
P 4.489644 0.033681 -4.617384 0.152 -0.035 -0.034
I 4.518981 2.395931 -4.047791 -0.051 0.107 0.030
O 9.442505 4.354003 -1.148520 -0.320 -0.107 -0.324
H 5.749361 -0.841360 -3.008552 0.145 0.245 0.290
C -1.700979 6.327908 0.997375 0.064 -0.056 0.044
P 2.886852 -3.481169 -4.386259 -0.120 -0.093 0.080
F -0.102822 -3.843419 -2.812433 0.021 -0.065 0.009
H -7.114325 -3.276618 1.102920 0.015 -0.026 0.021
F 8.616000 1.055681 -1.673083 -0.019 -0.036 -0.041
C 1.250166 -1.642228 -2.711074 0.000 -0.179 0.198
H 5.109308 -3.009730 -3.386164 -0.059 -0.002 0.013
F -0.854959 5.918936 1.961024 0.003 0.017 0.005
F -6.938406 -3.847673 4.670518 0.000 0.033 0.044
F -4.286466 -3.052771 1.015131 0.004 -0.019 0.006
F -1.433342 1.297140 0.557829 0.005 0.015 0.037
H -1.941469 -3.058436 -0.501872 -0.035 0.017 0.245
H -6.302928 -2.875609 2.604556 -0.084 0.054 0.083
C -3.548446 -2.083909 0.423033 0.072 -0.017 0.049
C 2.327039 -1.759984 -3.803077 -0.016 -0.049 0.262
O -2.989716 4.286256 1.670005 0.455 0.067 0.125
O -1.350350 -1.902456 -2.230733 0.088 0.051 -0.313
F -8.898227 -5.233102 5.902493 -0.017 -0.013 0.017
F -1.996778 7.644407 1.223287 -0.006 0.014 -0.005
F -3.870278 2.343904 1.151072 -0.016 0.016 -0.075
F -7.104174 -5.900533 3.974786 0.075 0.000 0.037
H -3.408628 0.080853 0.486548 -0.024 -0.010 -0.045
H 1.801732 -1.368224 -4.684852 0.124 -0.082 -0.113
C 7.527472 2.851471 -0.561239 -0.033 0.039 -0.114
H -1.629162 6.748794 -1.134378 0.002 -0.011 -0.010
C 8.737664 3.686500 -0.123218 0.139 0.154 0.382
F 6.537307 0.775484 -1.047032 -0.037 -0.064 -0.029
F 6.606985 2.978291 0.443151 0.001 0.002 0.011
H 9.400466 3.108291 0.521276 -0.014 -0.092 -0.085
F -0.652383 5.058486 -0.706573 0.026 -0.021 -0.013
C -7.275975 -3.093300 2.163657 0.362 -0.066 -0.203
C -2.812613 3.169190 0.917023 -0.166 -0.091 0.035
C -1.964222 -3.422152 3.824730 0.066 -0.055 -0.047
O 5.867560 -0.467115 -3.886124 -0.216 -0.251 -0.364
F -9.483592 -2.219773 2.115254 -0.007 0.018 -0.022
C -7.992150 -0.879965 3.366296 0.044 0.007 -0.060
C -0.989810 6.315921 -0.360734 -0.050 0.036 0.029
H -1.434427 -1.586747 0.304245 -0.091 0.019 0.084
F 11.293868 3.092894 -3.899324 0.005 0.001 -0.019
O 2.261372 0.434197 -3.061610 0.219 -0.127 0.199
H -9.631426 -5.667637 4.090602 -0.013 0.000 -0.002
H 5.066966 -2.653367 -5.126144 0.053 -0.097 -0.037
F -9.786682 -3.736005 4.574872 -0.006 0.021 0.015
F 9.135999 2.952518 -3.556933 -0.012 -0.030 0.000
O 2.675215 -4.448950 -3.076879 -0.024 0.041 -0.079
C -1.563613 2.386891 1.357787 -0.073 -0.060 0.019
C -3.906619 -0.723837 1.022839 -0.062 -0.050 -0.072
C -8.188117 -1.859926 2.205111 0.077 -0.092 0.073
H 8.058223 0.903051 0.238426 0.006 -0.008 -0.007
F -8.845308 0.157256 3.208353 -0.012 0.012 0.028
F -3.569011 -0.670202 2.332568 -0.013 0.003 0.037
F 0.107365 -3.315904 2.776234 0.130 0.002 0.137
F -2.796992 3.424645 -0.399107 0.041 0.000 -0.051
H 8.311331 4.486834 0.479571 0.018 0.004 -0.012
C 7.724201 1.337695 -0.707133 0.039 0.071 0.080
F -3.259991 -3.067836 3.722078 -0.025 0.039 -0.003
C -2.066577 -2.469791 0.405054 0.274 -0.107 -0.204
O -1.631750 -3.326313 1.448871 -0.502 -0.090 0.333
F -0.463793 3.143029 1.225900 0.046 0.028 -0.023
H -1.672612 2.063715 2.394665 0.005 -0.003 0.007
F -3.935081 -2.005254 -0.881293 -0.067 -0.015 0.049
C 3.236539 -0.606138 -3.354021 -0.370 0.485 0.073
I 1.811507 -2.301709 -0.726667 -0.036 0.039 -0.035
C 4.705356 -3.328249 -4.350554 -0.004 0.079 0.064
F 6.993598 3.358923 -1.686277 -0.018 -0.024 0.034
F 11.563775 4.599236 -1.652326 0.046 -0.045 0.047
F -7.862146 -1.139413 1.093410 -0.190 0.047 -0.094
C -7.706510 -4.683460 3.952669 0.150 -0.112 -0.027
F 10.827106 2.586815 -1.291640 -0.001 -0.069 -0.006
F -1.103380 -1.519187 2.683492 -0.014 0.049 0.047
F -1.465724 -2.900272 4.966345 -0.005 -0.006 0.031
O 0.258577 0.514182 -2.067861 -0.428 0.305 0.192
F -5.248106 -0.564474 0.941259 -0.004 0.058 0.035
C 1.140803 -0.107160 -2.545105 0.284 -0.275 -0.418
C -9.081257 -4.881352 4.610023 0.034 -0.039 -0.041
C -1.166569 -2.860731 2.638560 0.218 0.044 -0.355
H 5.072897 -4.335399 -4.548271 0.080 0.028 -0.112
H -3.618173 6.165620 1.819096 -0.008 -0.026 0.000
H 3.735198 -0.803781 -2.396601 0.188 -0.200 -0.125
H -1.881999 -4.509910 3.849548 -0.019 -0.006 0.008
H -3.573085 5.596271 0.157320 0.117 -0.032 -0.056
H 10.101534 4.692983 -3.731320 -0.007 0.002 -0.009
S -0.355925 -2.341507 -3.136046 0.168 0.197 -0.301
O -0.491813 -2.256040 -4.545732 -0.092 0.085 0.053
F 0.139571 7.049449 -0.262647 0.026 -0.007 -0.019
O -7.824058 -4.303113 2.653030 -0.461 0.168 0.061
H -6.967236 -0.500352 3.374207 0.003 -0.009 0.012
C 10.233737 3.692704 -3.315753 0.016 0.050 0.028
F -8.264902 -1.473845 4.546164 -0.017 0.004 0.033
C 10.492715 3.783752 -1.803513 0.158 0.113 0.072
C -3.037105 5.582616 1.106568 -0.425 0.116 -0.005
```
Forces are in eV/Å.

The LUMO energy is -0.0382 hartree. The calculation puts the total energy at -6690.769543 Ha. For the HOMO energy, the calculation gives -9.45 eV. The value obtained for the HOMO-LUMO gap is 8.4066 eV. Its charge is 0.

In the Mulliken picture, each atom carries the following charge in e:
1. H 0.291
2. P -0.013
3. I -0.093
4. O -0.398
5. H 0.311
6. C 0.893
7. P -0.042
8. F -0.236
9. H 0.394
10. F -0.240
11. C -0.465
12. H 0.242
13. F -0.271
14. F -0.280
15. F -0.249
16. F -0.180
17. H 0.337
18. H 0.273
19. C 1.032
20. C -0.065
21. O -0.370
22. O -0.401
23. F -0.260
24. F -0.329
25. F -0.197
26. F -0.310
27. H 0.141
28. H 0.609
29. C 0.954
30. H 0.282
31. C -0.784
32. F -0.223
33. F -0.345
34. H 0.358
35. F -0.188
36. C -0.658
37. C 0.751
38. C 0.132
39. O -0.336
40. F -0.306
41. C 0.219
42. C 0.051
43. H 0.350
44. F -0.258
45. O -0.224
46. H 0.240
47. H 0.333
48. F -0.223
49. F -0.178
50. O -0.395
51. C 0.136
52. C 0.106
53. C 0.933
54. H 0.286
55. F -0.283
56. F -0.264
57. F -0.312
58. F -0.299
59. H 0.375
60. C 0.067
61. F -0.171
62. C -0.654
63. O -0.409
64. F -0.216
65. H 0.228
66. F -0.327
67. C -0.096
68. I 0.145
69. C -0.939
70. F -0.219
71. F -0.305
72. F -0.297
73. C 0.849
74. F -0.288
75. F -0.257
76. F -0.268
77. O -0.529
78. F -0.259
79. C 0.379
80. C 0.168
81. C 0.770
82. H 0.412
83. H 0.382
84. H 0.377
85. H 0.253
86. H 0.327
87. H 0.243
88. S 1.415
89. O -0.649
90. F -0.267
91. O -0.407
92. H 0.190
93. C 0.167
94. F -0.244
95. C 0.797
96. C -0.721